Record 1
Below is a molecular structure, C14H10N2O5PtS2, with properties calculated with ωB97M-V with the def2-TZVPD basis set.

```
34
C14H10N2O5PtS2 ωB97M-V with the def2-TZVPD basis set
Pt -0.743 0.548 -1.593
O 0.012 2.497 -0.872
C 1.268 2.635 -0.860
C 1.839 3.891 -1.264
C 3.175 4.092 -1.224
C 4.076 3.082 -0.757
C 3.590 1.889 -0.344
C 2.188 1.601 -0.389
C 1.740 0.406 0.162
N 0.475 0.000 0.064
N 0.073 -0.931 0.907
C -1.264 -1.143 0.758
O -1.967 -0.541 -0.086
C -1.888 -2.122 1.675
C -3.221 -2.475 1.479
C -3.823 -3.392 2.323
C -3.099 -3.955 3.366
C -1.771 -3.602 3.565
C -1.163 -2.688 2.721
H 1.153 4.647 -1.622
H 3.582 5.040 -1.553
H 5.139 3.281 -0.735
H 4.256 1.117 0.020
H 2.403 -0.217 0.756
H -3.772 -2.025 0.664
H -4.857 -3.669 2.169
H -3.573 -4.671 4.026
H -1.211 -4.039 4.381
H -0.129 -2.407 2.863
O -1.428 1.704 -3.698
S -0.416 0.818 -4.290
O -0.399 0.691 -5.705
O 0.869 0.929 -3.591
S -1.117 -0.989 -3.317
```

* HOMO (spin up / spin down): -0.3088 / -0.3290 hartree
* spin multiplicity: 5
* M: 545.45 g/mol
* expectation value of S²: 6.07



Record 2
Below is C14H10O4S in the gas phase in a non-equilibrium geometry, with properties calculated with ωB97M-V with the def2-TZVPD basis set.

```
29
C14H10O4S ωB97M-V with the def2-TZVPD basis set
O 0.075 -2.242 0.338
O 2.940 -0.213 0.081
O -1.795 4.192 2.381
O -0.345 0.669 1.776
S -0.018 0.612 -2.083
C 0.665 -1.221 0.404
C 4.141 -0.622 -0.400
C -2.416 4.439 3.580
C 4.048 -1.976 -0.750
C -2.342 3.386 4.435
C 2.690 -2.375 -0.508
C -1.654 2.386 3.658
C -0.607 2.332 0.174
C 2.092 -1.309 0.038
C -1.233 2.902 2.478
C -0.683 2.033 1.516
C 0.041 0.154 0.637
C -0.212 1.040 -0.430
C -1.567 -0.314 -2.483
H 5.062 -0.040 -0.239
H -2.790 5.327 3.797
H 4.903 -2.637 -0.943
H -2.777 3.301 5.488
H 2.332 -3.399 -0.505
H -1.295 1.376 3.939
H -1.079 3.108 -0.397
H -1.414 -0.730 -3.569
H -2.469 0.274 -2.552
H -1.636 -1.163 -1.769
```

* ΔE to the lowest compared entry with this formula, charge and spin: 103.5 kcal/mol
* HOMO: -0.2891 hartree
* M: 274.30 g/mol



Record 3
Below is a molecular structure, C14H11AgBrF5N2O3Te in a non-equilibrium geometry, with properties calculated with ωB97M-V with the def2-TZVPD basis set.

```
38
C14H11AgBrF5N2O3Te ωB97M-V with the def2-TZVPD basis set
Ag -2.026 1.708 0.979
C -4.261 -1.416 0.008
O -2.925 -0.984 0.168
C -1.782 -1.666 0.041
C -1.640 -2.943 -0.490
C -0.388 -3.561 -0.644
Br -0.288 -5.349 -1.333
C 0.741 -2.931 -0.227
C 0.665 -1.626 0.300
C -0.589 -0.973 0.464
O -0.623 0.117 1.146
C 1.812 -0.819 0.394
N 1.860 0.549 0.359
C 3.225 0.999 0.301
C 3.823 2.262 0.082
C 5.195 2.360 0.162
C 5.940 1.170 0.216
C 5.408 -0.094 0.312
C 4.007 -0.171 0.356
N 3.115 -1.221 0.374
H -4.423 -2.424 0.451
H -4.603 -1.348 -1.049
H -4.909 -0.707 0.483
H -2.529 -3.524 -0.810
H 1.746 -3.352 -0.418
H 1.060 1.149 0.410
H 3.195 3.154 -0.021
H 5.740 3.296 0.150
H 7.026 1.281 0.235
H 6.029 -1.006 0.334
H 3.415 -2.181 0.246
F -3.661 4.100 -1.424
Te -4.702 2.955 -0.368
F -3.601 1.525 -1.057
F -5.719 1.588 0.477
F -5.768 2.502 -1.874
F -5.929 4.335 0.139
O -3.633 3.246 1.131
```

* ΔE to the lowest compared entry with this formula, charge and spin: 0.0 kcal/mol
* HOMO: -0.2985 hartree
* M: 665.62 g/mol



Record 4
Below is a molecular structure, C14H11Br2Cl2NO6Pb in a non-equilibrium geometry, with properties calculated with ωB97M-V with the def2-TZVPD basis set.

```
37
C14H11Br2Cl2NO6Pb ωB97M-V with the def2-TZVPD basis set
Pb -9.732 -7.998 10.789
O -7.080 -9.454 6.596
C -7.690 -8.513 7.261
O -7.242 -7.419 7.460
C -9.100 -8.978 7.558
O -9.909 -8.085 8.306
C -10.365 -6.904 7.627
C -11.107 -6.065 8.669
O -11.709 -5.084 8.293
O -11.058 -6.504 9.870
H -6.192 -9.125 6.375
H -8.969 -9.849 8.187
H -9.554 -9.359 6.616
H -9.465 -6.400 7.064
H -11.069 -7.125 6.860
Cl -4.527 -8.948 10.142
C -5.296 -7.424 10.524
C -4.413 -6.365 10.805
C -4.855 -5.125 11.102
Cl -3.726 -3.879 11.176
C -6.288 -4.947 11.181
C -6.888 -3.720 11.467
C -8.258 -3.576 11.586
C -9.039 -4.682 11.318
N -8.496 -5.824 11.040
C -7.153 -6.035 10.968
C -6.653 -7.360 10.605
O -7.474 -8.373 10.362
H -3.359 -6.500 10.777
H -6.125 -2.870 11.469
H -8.689 -2.594 11.775
H -10.094 -4.710 11.295
Br -13.664 -7.117 12.281
C -14.034 -7.274 10.404
Br -13.553 -9.056 9.674
H -13.407 -6.532 9.909
H -15.115 -7.152 10.353
```

* ΔE to the lowest compared entry with this formula, charge and spin: 2.9 kcal/mol
* HOMO: -0.2903 hartree
* M: 727.16 g/mol



Record 5
Below is C14H11Cl2FN2O in the gas phase in a non-equilibrium geometry, with properties calculated with ωB97M-V with the def2-TZVPD basis set.

```
31
C14H11Cl2FN2O ωB97M-V with the def2-TZVPD basis set
F -2.654 3.090 -1.938
Cl 2.575 -2.186 3.726
Cl 1.709 3.011 0.735
C -2.758 -2.448 -3.456
C -2.918 -1.262 -3.344
N 2.143 -0.394 0.169
O -3.046 0.302 -1.545
C 2.783 -1.190 1.028
C 2.171 -1.186 2.342
C 1.121 -0.285 2.241
C -0.666 2.962 -0.686
C -0.989 0.241 -0.376
C -1.808 2.338 -1.244
C 0.326 2.221 -0.014
C -1.974 0.960 -1.037
C 0.130 0.844 0.199
N 1.098 0.127 0.883
C -3.128 0.141 -2.994
C 3.980 -2.032 0.687
C 0.165 0.083 3.308
H -2.619 -3.490 -3.490
H -0.614 4.036 -0.694
H -1.167 -0.851 -0.260
H -4.103 0.457 -3.343
H -2.361 0.732 -3.519
H 4.838 -1.690 1.264
H 3.729 -3.089 0.954
H 4.279 -1.959 -0.324
H -0.875 0.014 2.954
H 0.252 -0.604 4.183
H 0.380 1.108 3.591
```

* HOMO: -0.3298 hartree
* M: 313.16 g/mol



Record 6
Below is a molecular structure, C14H11Cl2N4PtS2 in a non-equilibrium geometry, with properties calculated with ωB97M-V with the def2-TZVPD basis set.

```
34
C14H11Cl2N4PtS2 ωB97M-V with the def2-TZVPD basis set
Pt 0.009 -0.208 -0.458
C 4.469 2.661 -1.068
S 2.999 3.149 -2.003
C 1.798 2.059 -1.278
S 1.956 0.330 -1.560
N 0.841 2.580 -0.621
N -0.084 1.707 -0.134
C -1.083 2.291 0.648
C -1.999 1.711 1.412
C -2.825 2.487 2.336
C -3.524 1.923 3.308
C -3.486 0.458 3.483
C -2.850 -0.272 2.571
N -2.236 0.294 1.481
H 5.327 3.145 -1.538
H 4.592 1.581 -1.111
H 4.386 2.985 -0.031
H -1.036 3.370 0.688
H -2.787 3.567 2.237
H -4.080 2.544 4.000
H -3.979 -0.041 4.307
H -2.811 -1.353 2.606
Cl -0.275 -2.528 -0.934
C -2.033 -2.549 -0.765
C -2.734 -3.610 -1.287
C -4.117 -3.634 -1.181
C -4.744 -2.540 -0.604
C -4.018 -1.468 -0.105
Cl -4.911 -0.070 0.421
C -2.601 -1.452 -0.088
N -1.764 -0.534 0.454
H -2.194 -4.417 -1.770
H -4.691 -4.470 -1.561
H -5.826 -2.487 -0.564
```

* ΔE to the lowest compared entry with this formula, charge and spin: 0.0 kcal/mol
* HOMO: -0.0957 hartree
* M: 565.39 g/mol
* charge: -1



Record 7
Below is C14H11Cl2NO3 in the gas phase in a non-equilibrium geometry, with properties calculated with ωB97M-V with the def2-TZVPD basis set.

```
31
C14H11Cl2NO3 ωB97M-V with the def2-TZVPD basis set
O 2.002 -0.198 -1.161
C 1.087 -0.408 -0.375
O 1.001 0.242 0.825
C 2.127 1.289 0.890
H 2.049 1.656 1.715
C 3.689 0.851 0.779
O 4.604 1.671 0.332
C 3.891 -0.669 1.279
C 3.199 -1.559 2.073
C 3.951 -2.554 2.222
C 5.156 -2.415 1.814
N 5.165 -1.267 1.121
H 5.842 -0.667 0.298
H 5.987 -2.957 1.620
H 3.731 -3.564 2.754
H 2.257 -1.197 2.527
H 2.043 2.193 0.072
C 0.165 -1.378 -0.356
C -1.354 -0.844 -0.284
C -1.782 -0.228 -1.387
C -2.964 0.290 -1.496
C -3.555 0.684 -0.060
C -3.089 0.161 1.054
C -1.806 -0.398 1.036
H -1.474 -1.144 1.843
H -3.643 0.348 1.861
Cl -5.093 1.535 -0.353
Cl -3.799 0.835 -2.823
H -1.222 -0.378 -2.394
H 0.205 -2.032 0.498
H 0.168 -2.138 -1.210
```

* ΔE to the lowest compared entry with this formula, charge and spin: 0.0 kcal/mol
* HOMO: -0.3248 hartree
* M: 312.15 g/mol



Record 8
Below is C14H11F5N2O in the gas phase in a non-equilibrium geometry, with properties calculated with ωB97M-V with the def2-TZVPD basis set.

```
33
C14H11F5N2O ωB97M-V with the def2-TZVPD basis set
O -0.929 1.308 -3.598
F 1.027 -4.637 0.454
F 1.580 -1.906 1.151
F 3.165 -0.186 -0.280
F 2.408 1.854 -0.109
F 2.423 0.629 -1.985
C -0.292 0.675 -2.786
C -0.192 1.589 1.410
C -0.065 0.395 0.755
C 0.067 -3.916 -1.645
C -0.307 -2.916 -2.475
C 0.683 -3.625 -0.398
C 0.854 -2.271 0.011
C 0.000 -1.593 -2.195
C 0.460 -1.276 -0.929
N -0.251 -0.582 -3.089
N -0.105 1.117 -1.548
C -0.865 3.104 3.450
C -2.009 2.252 3.116
C -0.635 1.658 2.872
C 2.200 0.606 -0.702
C 0.651 0.263 -0.582
H -0.089 2.520 0.846
H -0.160 -0.481 1.420
H -0.162 -4.991 -1.743
H -0.777 -3.230 -3.437
H -1.085 -0.671 -3.717
H -0.888 1.583 -1.266
H -0.752 3.927 2.700
H -0.585 3.393 4.457
H -2.529 1.919 3.997
H -2.699 2.554 2.293
H -0.143 0.934 3.552
```

* ΔE to the lowest compared entry with this formula, charge and spin: 49.6 kcal/mol
* HOMO: -0.3292 hartree
* M: 318.24 g/mol



Record 9
Below is a molecular structure, C14H11F6N5O6S3W in a non-equilibrium geometry, with properties calculated with ωB97M-V with the def2-TZVPD basis set.

```
46
C14H11F6N5O6S3W ωB97M-V with the def2-TZVPD basis set
W 0.720 -0.788 -0.462
N -3.214 -0.301 1.013
C -3.030 1.069 0.840
C -3.870 2.153 1.061
C -3.342 3.402 0.811
C -2.015 3.569 0.382
C -1.181 2.489 0.169
C -1.719 1.221 0.381
N -1.159 -0.053 0.258
C -2.087 -0.919 0.665
C -1.715 -2.314 0.658
C -2.356 -3.472 0.941
S -1.313 -4.795 0.661
C -0.081 -3.754 0.171
N -0.413 -2.486 0.230
H -4.055 -0.748 1.347
H -4.884 2.026 1.414
H -3.957 4.278 0.966
H -1.634 4.570 0.234
H -0.140 2.642 -0.087
H -3.368 -3.620 1.282
H 0.882 -4.101 -0.174
F 2.761 1.782 -1.184
C 3.976 1.231 -1.405
F 4.128 1.041 -2.699
F 4.911 1.995 -0.909
S 4.008 -0.433 -0.585
O 2.744 -1.074 -1.072
O 5.213 -1.063 -0.940
N 3.850 -0.109 0.965
S 2.456 -0.290 1.604
O 1.421 0.634 1.029
O 1.847 -1.626 1.470
C 2.735 0.186 3.397
F 1.560 0.085 3.979
F 3.174 1.418 3.412
F 3.598 -0.654 3.901
N 0.195 0.542 -2.133
C -0.897 -0.147 -2.902
C -0.772 -1.645 -2.621
O -1.645 -2.432 -2.819
O 0.428 -1.906 -2.087
H -0.098 1.479 -1.860
H 0.995 0.665 -2.754
H -0.791 0.032 -3.972
H -1.868 0.221 -2.581
```

* ΔE to the lowest compared entry with this formula, charge and spin: 21.8 kcal/mol
* HOMO (spin up / spin down): -0.5530 / -0.5593 hartree
* spin multiplicity: 3
* M: 739.30 g/mol
* charge: +2
* expectation value of S²: 2.01



Record 10
Below is a molecular structure, C14H11FN2O10PtSe in a non-equilibrium geometry, with properties calculated with ωB97M-V with the def2-TZVPD basis set.

```
40
C14H11FN2O10PtSe ωB97M-V with the def2-TZVPD basis set
Pt 1.732 3.427 1.246
C -1.602 -2.070 -3.211
C -0.325 -2.183 -2.330
C -0.100 -3.501 -1.575
C -1.292 -3.604 -0.521
C -1.176 -2.411 0.370
C -1.502 -2.473 1.697
C -1.338 -1.403 2.570
F -1.422 -1.697 3.896
C -0.849 -0.187 2.136
C -0.562 -0.059 0.779
C -0.007 1.222 0.335
O -0.065 2.199 1.083
C 0.628 1.161 -0.973
C 0.372 0.097 -1.766
N -0.259 -1.046 -1.368
C -0.675 -1.145 -0.075
C 1.512 2.212 -1.630
O 1.723 2.074 -2.847
O 1.951 3.135 -0.934
H -1.859 -3.009 -3.775
H -1.361 -1.321 -3.989
H -2.438 -1.621 -2.550
H 0.500 -2.096 -3.010
H 0.869 -3.480 -1.001
H -0.048 -4.239 -2.391
H -1.179 -4.481 0.084
H -2.196 -3.783 -1.113
H -1.895 -3.423 2.069
H -0.591 0.724 2.671
H 0.763 0.070 -2.828
O -0.930 5.431 0.450
N 0.174 6.021 0.404
O 0.270 7.043 -0.325
O 1.174 5.599 1.028
O 2.712 1.539 1.893
Se 2.426 1.721 3.523
O 3.737 1.395 4.417
O 1.981 3.304 3.468
O 1.143 0.861 4.089
```

* ΔE to the lowest compared entry with this formula, charge and spin: 11.4 kcal/mol
* HOMO (spin up / spin down): -0.0585 / -0.1110 hartree
* spin multiplicity: 3
* M: 660.28 g/mol
* charge: -2
* expectation value of S²: 2.00



Record 11
Below is a molecular structure, C14H11IN4O2PtS in a non-equilibrium geometry, with properties calculated with ωB97M-V with the def2-TZVPD basis set.

```
34
C14H11IN4O2PtS ωB97M-V with the def2-TZVPD basis set
Pt -0.184 -0.245 0.765
N -3.517 -1.149 3.265
C -2.375 -1.041 2.573
S -2.470 -0.405 0.948
N -1.283 -1.503 3.156
N -0.185 -1.304 2.421
C 0.978 -1.703 2.828
C 2.118 -1.314 2.025
C 3.438 -1.573 2.368
C 4.445 -1.167 1.511
C 4.123 -0.507 0.336
C 2.791 -0.257 0.055
N 1.824 -0.655 0.874
H -4.358 -0.737 2.905
H -3.480 -1.444 4.225
H 1.062 -2.272 3.744
H 3.661 -2.088 3.292
H 5.480 -1.363 1.760
H 4.886 -0.168 -0.349
H 2.470 0.294 -0.818
I -3.425 -0.104 -5.685
C -2.330 0.732 -4.107
C -2.277 2.114 -3.965
C -1.568 2.668 -2.913
C -0.918 1.848 -1.997
C -0.959 0.480 -2.177
C -1.669 -0.100 -3.218
C -0.171 2.459 -0.833
O -0.052 3.668 -0.780
O 0.338 1.653 0.061
H -2.789 2.752 -4.673
H -1.514 3.739 -2.774
H -0.395 -0.133 -1.484
H -1.696 -1.174 -3.336
```

* HOMO: -0.3023 hartree
* M: 621.32 g/mol



Record 12
Below is a molecular structure, C14H11N2OS3TaTe in a non-equilibrium geometry, with properties calculated with ωB97M-V with the def2-TZVPD basis set.

```
33
C14H11N2OS3TaTe ωB97M-V with the def2-TZVPD basis set
Ta -1.431 0.746 0.774
O -0.299 -0.274 2.017
N 0.928 0.024 2.486
C 1.546 -0.882 3.273
C 2.792 -0.585 3.759
C 3.381 0.639 3.425
C 2.718 1.537 2.620
C 1.446 1.220 2.138
S 0.454 2.258 1.165
H 0.996 -1.791 3.462
H 3.296 -1.301 4.390
H 4.366 0.883 3.800
H 3.155 2.486 2.347
S -1.420 0.888 -1.630
C -1.835 -0.821 -1.416
C -2.104 -1.738 -2.418
C -2.357 -3.048 -2.038
C -2.328 -3.414 -0.693
C -2.059 -2.448 0.252
N -1.837 -1.173 -0.115
H -2.101 -1.432 -3.454
H -2.568 -3.793 -2.794
H -2.512 -4.433 -0.385
H -2.027 -2.662 1.312
Te -3.628 1.467 2.019
C -2.788 2.858 0.687
C -3.197 3.064 -0.660
C -2.822 4.292 -1.173
C -2.191 5.081 -0.219
S -2.050 4.337 1.279
H -3.770 2.334 -1.212
H -3.026 4.622 -2.180
H -1.825 6.087 -0.358
```

* ΔE to the lowest compared entry with this formula, charge and spin: 2.0 kcal/mol
* HOMO: -0.5409 hartree
* M: 628.00 g/mol
* charge: +2